Computed, not measured: 9 unconnected molecules or ions with the total composition C46H118N8O15, with ωB97M-V/def2-TZVPD.

Last column: Mulliken charge in e.
Atoms and positions in Å:
C1 7.707 -11.891 -6.070  -1.216
C2 6.893 -10.866 -5.171  0.300
C3 7.347 -11.045 -3.700  -0.763
O1 6.940 -12.310 -3.084  -0.316
C4 7.749 -12.485 -1.882  -0.757
N1 7.348 -9.562 -5.640  -0.692
H1 8.772 -11.661 -6.076  0.296
H2 7.472 -11.690 -7.115  0.347
H3 7.684 -12.922 -5.716  0.337
H4 5.831 -11.102 -5.229  0.293
H5 6.836 -10.255 -3.150  0.389
H6 8.396 -10.792 -3.545  0.344
H7 8.818 -12.272 -1.892  0.317
H8 7.624 -13.474 -1.442  0.290
H9 7.383 -11.825 -1.095  0.319
H10 7.266 -9.390 -6.632  0.268
H11 8.301 -9.448 -5.327  0.245
C5 20.091 -7.560 -0.216  -1.482
C6 19.828 -6.325 -1.093  0.621
C7 20.603 -5.094 -0.541  -0.613
O2 19.903 -4.452 0.517  -0.342
C8 18.695 -3.651 0.186  -0.696
N2 20.106 -6.753 -2.443  -0.506
H12 21.142 -7.784 -0.035  0.341
H13 19.522 -8.433 -0.534  0.436
H14 19.648 -7.161 0.697  0.341
H15 18.758 -6.136 -1.007  -0.058
H16 20.605 -4.365 -1.352  0.372
H17 21.583 -5.391 -0.168  0.360
H18 19.031 -2.874 -0.500  0.315
H19 18.591 -3.127 1.136  0.248
H20 17.848 -4.187 -0.244  0.286
H21 20.076 -7.736 -2.674  0.205
H22 20.883 -6.193 -2.764  0.175
C9 17.905 -13.278 -5.018  -1.085
C10 19.213 -13.175 -5.773  -0.168
O3 20.148 -12.666 -4.895  -0.503
H23 17.955 -14.208 -4.452  0.276
H24 17.030 -13.480 -5.635  0.352
H25 17.630 -12.364 -4.492  0.294
H26 19.050 -12.577 -6.670  0.273
H27 19.615 -14.162 -6.002  0.266
H28 20.949 -12.648 -5.424  0.295
C11 13.213 -8.468 -0.652  -0.652
O4 13.772 -8.858 -1.891  -0.317
C12 13.628 -7.891 -2.931  -0.651
C13 14.084 -8.374 -4.341  -0.266
N3 13.473 -7.530 -5.343  -0.306
C14 13.818 -7.805 -6.737  -0.808
C15 15.325 -7.519 -7.032  -0.418
O5 15.682 -6.202 -6.518  -0.346
C16 17.099 -5.823 -6.707  -0.705
H29 12.180 -8.165 -0.827  0.282
H30 13.882 -7.653 -0.379  0.288
H31 13.270 -9.257 0.098  0.228
H32 14.198 -7.001 -2.664  0.309
H33 12.568 -7.669 -3.057  0.367
H34 13.674 -9.378 -4.453  0.262
H35 15.169 -8.415 -4.444  0.198
H36 13.661 -6.556 -5.152  0.303
H37 13.314 -7.212 -7.499  0.324
H38 13.625 -8.849 -6.986  0.359
H39 15.678 -7.552 -8.062  0.439
H40 16.034 -8.091 -6.434  0.284
H41 17.362 -5.060 -5.974  0.254
H42 17.272 -5.399 -7.696  0.256
H43 17.730 -6.700 -6.561  0.311
C17 12.355 1.760 -15.357  -0.822
O6 12.165 0.477 -14.878  -0.330
C18 12.439 0.253 -13.472  -0.518
C19 11.884 -1.142 -12.941  -0.800
N4 11.881 -2.174 -13.905  -0.514
C20 13.179 -2.735 -14.295  -0.356
C21 13.250 -3.377 -15.700  -0.773
O7 13.131 -2.463 -16.791  -0.240
C22 13.626 -3.024 -17.962  -0.839
H44 11.389 2.261 -15.430  0.258
H45 12.819 1.574 -16.326  0.241
H46 13.000 2.408 -14.763  0.367
H47 12.018 1.050 -12.859  0.475
H48 13.513 0.396 -13.355  0.369
H49 10.860 -0.952 -12.619  0.383
H50 12.499 -1.405 -12.081  0.347
H51 11.623 -1.551 -14.657  0.367
H52 13.541 -3.468 -13.574  0.370
H53 13.851 -1.877 -14.278  0.281
H54 12.414 -4.064 -15.827  0.352
H55 14.178 -3.946 -15.751  0.446
H56 13.688 -2.419 -18.867  0.276
H57 13.219 -4.018 -18.148  0.331
H58 14.668 -3.295 -17.787  0.329
C23 13.326 -16.063 -14.796  -0.767
O8 13.753 -14.954 -13.972  -0.365
C24 14.260 -13.790 -14.607  -0.146
C25 14.438 -12.685 -13.550  -0.847
N5 15.166 -11.484 -14.020  -0.424
C26 16.600 -11.867 -14.068  -0.468
C27 17.278 -10.850 -15.013  -0.505
O9 16.397 -10.454 -16.138  -0.402
C28 16.281 -11.496 -17.127  -0.532
H59 12.536 -15.808 -15.502  0.315
H60 13.048 -16.986 -14.287  0.270
H61 14.118 -16.336 -15.493  0.314
H62 13.532 -13.487 -15.360  0.324
H63 15.217 -13.952 -15.103  0.199
H64 14.742 -13.172 -12.623  0.404
H65 13.554 -12.205 -13.130  0.347
H66 14.913 -11.362 -14.990  0.264
H67 16.825 -12.832 -14.522  0.286
H68 17.074 -11.705 -13.100  0.368
H69 18.226 -11.176 -15.441  0.337
H70 17.589 -9.965 -14.458  0.322
H71 17.250 -11.525 -17.625  0.312
H72 15.515 -11.097 -17.793  0.204
H73 15.943 -12.412 -16.642  0.189
C29 8.776 8.034 -8.639  -0.656
O10 10.071 8.457 -8.283  -0.374
C30 10.686 7.552 -7.435  -0.509
C31 11.513 6.527 -8.318  -0.526
N6 12.490 5.615 -7.572  -0.380
C32 11.913 4.917 -6.460  -0.610
C33 12.934 3.918 -5.813  -0.618
O11 13.258 2.890 -6.845  -0.273
C34 14.251 1.982 -6.578  -0.836
H74 8.925 7.068 -9.122  0.284
H75 8.268 8.714 -9.323  0.254
H76 8.141 7.925 -7.760  0.274
H77 10.074 7.102 -6.653  0.329
H78 11.460 7.979 -6.796  0.401
H79 12.055 7.077 -9.087  0.284
H80 10.811 5.852 -8.808  0.371
H81 12.936 4.870 -8.088  0.266
H82 10.956 4.446 -6.688  0.390
H83 11.692 5.569 -5.615  0.318
H84 12.386 3.361 -5.052  0.375
H85 13.751 4.527 -5.427  0.339
H86 13.964 1.209 -5.866  0.290
H87 15.294 2.249 -6.407  0.328
H88 14.459 1.499 -7.533  0.280
C35 26.446 -17.782 -10.469  -0.732
O12 26.125 -16.440 -10.861  -0.316
C36 25.477 -16.309 -12.124  -0.605
C37 24.135 -15.481 -11.991  -0.626
N7 24.505 -14.219 -11.294  -0.345
C38 23.315 -13.410 -11.076  -0.620
C39 23.615 -12.159 -10.280  -0.644
O13 24.171 -12.519 -8.927  -0.313
C40 24.688 -11.460 -8.156  -0.727
H89 27.035 -17.659 -9.560  0.235
H90 27.147 -18.089 -11.245  0.313
H91 25.619 -18.490 -10.418  0.291
H92 25.168 -17.192 -12.682  0.429
H93 26.248 -15.843 -12.738  0.320
H94 23.433 -16.126 -11.463  0.329
H95 23.676 -15.247 -12.952  0.384
H96 24.983 -14.437 -10.431  0.302
H97 22.530 -14.051 -10.674  0.399
H98 23.010 -13.025 -12.049  0.300
H99 22.789 -11.453 -10.357  0.473
H100 24.319 -11.581 -10.878  0.342
H101 24.747 -12.005 -7.214  0.230
H102 23.956 -10.652 -8.171  0.296
H103 25.666 -11.206 -8.565  0.286
C41 10.126 -7.059 10.435  -0.748
O14 11.175 -6.545 9.656  -0.318
C42 11.305 -5.128 9.481  -0.672
C43 12.772 -4.704 9.152  -0.351
N8 13.238 -5.609 8.098  -0.516
C44 14.474 -6.378 8.492  -0.630
C45 15.756 -5.525 8.845  -0.555
O15 15.634 -4.909 10.079  -0.273
C46 16.703 -4.154 10.545  -0.841
H104 9.176 -6.707 10.032  0.305
H105 10.062 -6.751 11.479  0.288
H106 10.282 -8.122 10.252  0.239
H107 11.062 -4.618 10.413  0.444
H108 10.556 -4.739 8.791  0.352
H109 13.406 -4.863 10.024  0.269
H110 12.762 -3.647 8.883  0.265
H111 12.466 -6.259 8.067  0.353
H112 14.834 -6.930 7.624  0.357
H113 14.270 -7.121 9.263  0.358
H114 15.959 -4.866 8.001  0.366
H115 16.586 -6.225 8.944  0.404
H116 16.882 -3.397 9.781  0.359
H117 17.596 -4.705 10.838  0.268
H118 16.413 -3.480 11.352  0.277

Atoms 1-2, force components in eV/Å:
C -0.174 0.385 0.640
C 2.882 -2.223 -0.760

Properties
maximum force: 3.718 eV Å⁻¹
HOMO level: -8.6 eV
charge: 0
frontier orbital gap: 8.992 eV
SMILES: COC[C@H](C)N.COC[C@H](C)N.COCCNCCOC.COCCNCCOC.COCCNCCOC.COCCNCCOC.COCCNCCOC.COCCNCCOC.CCO
LUMO energy: 0.013 Eh